Entry 1:
A molecular structure, C19H26N2O3, computed with wB97M-V/def2-TZVPD.

As for the energy above the lowest of the compared OMol25 structures with the same formula, charge and spin: 20.4100 eV. The value obtained for the molar mass is 330.4 g/mol. The value obtained for the electronic energy is -1074.15328 Eh.

ORCA input file:
```
! RIJCOSX wB97M-V def2-TZVPD def2/J DEFGRID3
* xyz 0 1
C 4.19 1.87 4.51
C 2.84 1.31 3.98
C 3.13 -0.01 3.13
C 1.80 -0.58 2.84
C 2.00 -1.69 2.12
C 0.71 -2.56 1.72
C 0.32 -2.33 0.34
C 0.30 -0.69 -0.17
N -0.18 -0.50 -1.48
C 0.46 -0.43 -2.58
O 1.88 -0.57 -2.70
C -0.24 -0.34 -3.73
C -1.78 -0.23 -3.27
C -2.92 -0.43 -4.11
O -3.97 -0.25 -3.53
C -2.83 -0.36 -5.44
H -3.92 -0.18 -5.96
H -2.30 -1.18 -5.83
H -2.17 0.60 -5.98
C -1.69 -0.66 -1.76
C -2.30 0.70 -1.09
N -2.79 0.16 0.20
C -3.39 1.19 0.75
C -3.58 2.43 0.40
C -2.82 3.00 -1.09
C -2.45 1.89 -1.73
H -2.12 2.19 -2.54
H -3.02 3.83 -1.46
H -4.10 3.28 1.02
H -3.91 0.98 1.77
H -2.08 -1.48 -1.54
O 0.17 -0.14 -4.96
H 1.08 -0.30 -4.88
H 1.10 -0.15 0.04
H -0.55 -0.33 0.62
H -0.39 -2.95 -0.24
H 1.30 -2.49 -0.57
H 0.72 -3.88 1.80
H -0.04 -2.26 2.24
H 2.69 -2.77 2.82
H 2.54 -1.82 1.28
H 1.26 -1.07 3.92
H 1.30 0.09 2.38
H 3.65 -0.63 4.04
H 3.89 0.26 2.45
H 2.21 1.13 4.89
H 2.23 2.04 3.49
H 4.63 1.31 5.14
H 4.95 2.22 3.55
H 4.18 2.78 5.18
*
```

Entry 2:
C19H26N4O3S in the gas phase, computed with wB97M-V/def2-TZVPD.

As for the energy above the lowest of the compared OMol25 structures with the same formula, charge and spin: 2.5081 eV. The value obtained for the molar mass is 390.5 g/mol. The value obtained for the electronic energy is -1582.54400 Eh.

ORCA input file:
```
! RIJCOSX wB97M-V def2-TZVPD def2/J DEFGRID3
* xyz 0 1
C 4.16 1.03 -0.04
C 2.90 0.36 0.50
N 1.83 0.41 -0.47
C 1.45 -0.53 -1.38
C 2.04 -1.89 -1.49
O 2.15 -2.53 -0.24
C 1.00 -2.73 0.49
C -0.28 -2.68 -0.02
C -1.37 -2.91 0.81
C -1.17 -3.19 2.15
C 0.11 -3.24 2.67
C 1.20 -3.00 1.86
O 2.51 -2.99 2.27
C 2.79 -3.31 3.61
N 0.46 -0.08 -2.11
N 0.19 1.17 -1.71
C 1.00 1.46 -0.73
S 1.07 2.94 0.18
C -0.29 3.87 -0.59
C -1.66 3.40 -0.07
O -2.22 3.96 0.85
N -2.14 2.35 -0.75
C -3.38 1.69 -0.41
C -4.34 1.68 -1.60
C -3.83 0.55 -2.50
C -3.07 -0.42 -1.57
C -3.14 0.20 -0.16
H 4.95 0.98 0.71
H 3.97 2.07 -0.28
H 4.51 0.52 -0.94
H 3.09 -0.68 0.75
H 2.55 0.89 1.39
H 3.08 -1.83 -1.85
H 1.46 -2.48 -2.21
H -0.45 -2.45 -1.06
H -2.37 -2.87 0.41
H -2.02 -3.38 2.80
H 0.24 -3.45 3.72
H 3.87 -3.28 3.70
H 2.34 -2.59 4.30
H 2.44 -4.32 3.86
H -0.20 3.75 -1.66
H -0.13 4.90 -0.28
H -1.55 1.89 -1.43
H -3.79 2.21 0.46
H -4.36 2.65 -2.11
H -5.35 1.47 -1.24
H -4.65 0.06 -3.02
H -3.15 0.95 -3.26
H -2.04 -0.51 -1.89
H -3.52 -1.41 -1.58
H -2.24 0.02 0.41
H -3.99 -0.21 0.39
*
```

Entry 3:
A molecular structure, C19H26N4OS2, computed with wB97M-V/def2-TZVPD.

As for the energy above the lowest of the compared OMol25 structures with the same formula, charge and spin: 4.9531 eV. The value obtained for the molar mass is 390.6 g/mol. The value obtained for the electronic energy is -1830.08175 Eh.

ORCA input file:
```
! RIJCOSX wB97M-V def2-TZVPD def2/J DEFGRID3
* xyz 0 1
C -3.07 -4.42 3.01
C -2.54 -4.03 1.56
C -3.40 -4.90 0.54
C -1.00 -4.49 1.53
C -0.06 -3.39 0.92
C 0.55 -3.62 -0.38
C 1.45 -2.57 -1.01
C 1.76 -1.27 -0.39
C 2.67 -0.31 -1.21
C 3.27 0.92 -0.42
C 2.39 2.21 -0.77
C 3.08 2.92 -2.01
C 2.23 4.08 -2.66
C 0.70 3.73 -2.91
C -0.31 4.51 -1.95
S -1.34 3.22 -1.13
C -2.00 3.87 0.42
N -1.78 5.03 1.09
N -2.55 4.93 2.22
C -3.21 3.74 2.21
O -2.89 3.03 1.05
C 1.13 -1.00 0.94
N 1.25 0.16 1.68
S 0.36 -0.13 3.06
N -0.25 -1.67 2.85
C 0.23 -2.07 1.59
H -2.64 -5.45 3.24
H -4.19 -4.56 3.00
H -2.72 -3.72 3.82
H -2.66 -2.94 1.32
H -3.22 -6.00 0.73
H -4.50 -4.75 0.77
H -3.22 -4.63 -0.54
H -0.97 -5.36 0.81
H -0.66 -4.75 2.56
H 0.36 -4.57 -0.95
H 1.87 -2.81 -2.01
H 2.13 0.09 -2.12
H 3.56 -0.91 -1.60
H 4.30 1.13 -0.85
H 3.42 0.76 0.68
H 1.37 1.84 -1.11
H 2.21 2.88 0.11
H 3.39 2.14 -2.75
H 4.03 3.39 -1.61
H 2.68 4.28 -3.68
H 2.34 5.06 -2.10
H 0.52 2.63 -2.88
H 0.46 4.07 -3.97
H 0.28 5.08 -1.18
H -0.91 5.24 -2.55
H -3.90 3.36 3.00
*
```

Entry 4:
4 unconnected molecules or ions with the total composition C19H26N5O, computed with wB97M-V/def2-TZVPD.

The value obtained for the molar mass is 340.5 g/mol. The value obtained for the electronic energy is -1088.31525 Eh.

ORCA input file:
```
! RIJCOSX wB97M-V def2-TZVPD def2/J DEFGRID3
* xyz 1 1
C -1.54 1.91 -2.98
N -0.59 1.38 -1.95
N 0.36 0.45 -2.45
C 1.13 0.94 -3.58
C 1.07 -0.15 -1.33
C 2.56 -0.12 -1.26
O 0.37 -0.61 -0.44
H -1.68 1.12 -3.71
H -1.08 2.74 -3.49
H -2.47 2.17 -2.51
H -0.15 2.18 -1.48
H -1.15 0.90 -1.24
H 1.49 1.96 -3.43
H 0.55 0.92 -4.50
H 1.98 0.29 -3.74
H 3.06 0.53 -1.96
H 2.95 -1.12 -1.43
H 2.87 0.16 -0.26
N -3.72 -0.01 0.95
C -4.93 -0.38 0.56
C -5.20 -0.98 -0.66
C -4.15 -1.20 -1.53
C -2.87 -0.82 -1.14
C -2.71 -0.22 0.10
H -5.73 -0.19 1.27
H -6.21 -1.27 -0.92
H -4.31 -1.68 -2.49
H -2.01 -1.00 -1.78
H -1.73 0.07 0.46
N -3.30 -0.38 6.03
C -3.42 -0.47 4.71
C -4.06 -1.51 4.06
C -4.61 -2.52 4.83
C -4.50 -2.45 6.21
C -3.83 -1.36 6.76
H -2.97 0.34 4.14
H -4.13 -1.52 2.99
H -5.13 -3.35 4.36
H -4.91 -3.21 6.85
H -3.72 -1.27 7.83
N 5.55 0.64 -0.95
C 6.11 1.79 -0.58
C 7.47 2.06 -0.67
C 8.30 1.07 -1.17
C 7.73 -0.14 -1.56
C 6.37 -0.30 -1.43
H 5.43 2.54 -0.18
H 7.86 3.01 -0.35
H 9.36 1.23 -1.26
H 8.34 -0.94 -1.95
H 5.89 -1.23 -1.72
*
```

Entry 5:
A molecular structure, C19H26N5O3S, computed with wB97M-V/def2-TZVPD.

The value obtained for the molar mass is 404.5 g/mol. The value obtained for the electronic energy is -1637.04986 Eh.

ORCA input file:
```
! RIJCOSX wB97M-V def2-TZVPD def2/J DEFGRID3
* xyz 1 1
O -0.68 -5.58 -0.49
C -0.82 -4.71 -1.24
N -1.06 -3.83 -2.05
C 0.03 -2.94 -2.36
C 0.20 -1.75 -1.72
C -0.82 -1.36 -0.68
C -2.13 -0.89 -1.32
C -2.02 0.30 -2.29
C -3.02 0.22 -3.43
O -2.66 1.01 -4.55
C 1.29 -0.88 -2.09
C 1.55 0.37 -1.29
C 2.94 1.00 -1.44
O 3.02 1.94 -2.49
C 2.10 -1.20 -3.14
C 1.90 -2.41 -3.84
N 2.61 -2.86 -4.87
S 1.98 -4.28 -5.26
N 0.81 -4.41 -4.18
C 0.86 -3.30 -3.44
H -1.07 -2.22 -0.06
H -0.42 -0.60 -0.01
H -2.82 -0.62 -0.52
H -2.54 -1.74 -1.85
H -1.02 0.35 -2.74
H -2.18 1.22 -1.73
H -3.10 -0.80 -3.78
H -4.01 0.54 -3.07
H -2.06 1.71 -4.28
H 0.81 1.14 -1.50
H 1.44 0.12 -0.23
H 3.69 0.22 -1.54
H 3.16 1.55 -0.53
H 3.29 1.51 -3.30
H 2.92 -0.57 -3.45
C -1.02 4.37 5.26
C -1.03 2.90 5.59
N -0.36 2.08 4.55
C 0.01 2.47 3.28
C 0.55 1.39 2.68
N 0.51 0.35 3.58
C -0.05 0.80 4.70
C 0.98 -1.02 3.34
H -1.56 4.58 4.33
H -1.52 4.92 6.05
H -0.01 4.76 5.17
H -2.05 2.53 5.68
H -0.51 2.71 6.53
H -0.14 3.48 2.94
H 0.97 1.25 1.69
H -0.22 0.21 5.59
H 0.15 -1.71 3.45
H 1.77 -1.26 4.05
H 1.37 -1.08 2.33
*
```

Going through the records in order, we get max |F| values of 14.82, 1.17, 3.75, 2.06, 0.98 eV/Å.
Going through the records in order, we get Kohn-Sham gap values of 7.698, 9.037, 7.610, 7.911, 7.878 eV.